DFT (ωB97M-V/def2-TZVPD) results for a structure of composition C23H18AlN4O3PS4.

Geometry as XYZ:
```
54
C23H18AlN4O3PS4 | the Open Molecules 2025 dataset | ωB97M-V/def2-TZVPD
Al 1.89527 -0.00195 -0.67311
O 1.16740 1.75546 -1.43826
S 1.40702 2.48050 -0.15989
O 2.13347 3.70341 -0.20848
O 2.04961 1.38970 0.66367
C -0.18457 2.77968 0.53965
C -0.49029 4.07653 0.92731
C -1.76706 4.35406 1.38762
C -2.71911 3.34558 1.43637
C -2.39804 2.05198 1.04876
C -1.11977 1.73958 0.60680
P -0.67396 0.03130 0.08344
C -1.19129 -1.03205 1.46428
C -1.39919 -0.55969 2.75710
C -1.66111 -1.44937 3.79215
C -1.70729 -2.81249 3.54579
C -1.48039 -3.29206 2.26201
C -1.21476 -2.40941 1.22817
C -1.91172 -0.26188 -1.22941
C -3.13733 -0.86923 -0.96552
C -4.06209 -1.05345 -1.98509
C -3.77085 -0.63036 -3.27257
C -2.55349 -0.01669 -3.54011
C -1.62578 0.16472 -2.52661
H 0.26592 4.84669 0.84696
H -2.02234 5.36084 1.69241
H -3.72367 3.57027 1.77229
H -3.15164 1.27367 1.08419
H -1.35784 0.50169 2.96385
H -1.82893 -1.07285 4.79320
H -1.91161 -3.50288 4.35454
H -1.50283 -4.35618 2.06611
H -1.02323 -2.78981 0.22975
H -3.37362 -1.21031 0.03471
H -5.00908 -1.53340 -1.77016
H -4.48830 -0.78323 -4.06907
H -2.31632 0.30943 -4.54474
H -0.67640 0.63500 -2.75139
S 1.20635 -1.89244 -1.77599
C 2.43269 -1.95184 -3.02414
C 2.23979 -2.95726 -4.03721
N 2.04937 -3.76492 -4.83447
C 3.48695 -1.11221 -3.09181
S 3.81068 0.17883 -1.95308
C 4.42514 -1.21832 -4.17839
N 5.17313 -1.29614 -5.04920
N 3.86502 0.03714 3.05983
C 3.96590 -0.39220 1.79757
N 4.99888 0.00992 1.06836
S 2.81907 -1.48860 1.14961
H 4.43249 0.79104 3.41064
H 3.01880 -0.19292 3.55139
H 5.61170 0.74668 1.37795
H 4.99927 -0.22957 0.08222
```

Computed properties:
Energy relative to the best compared isomer or geometry (same formula, charge and spin): 0.00 kcal/mol
LUMO: -0.287 eV
Highest occupied orbital energy: -7.63 eV
Orbital gap: 7.343 eV

---

DFT (ωB97M-V/def2-TZVPD) results for a structure of composition C23H18AuGeN2O2S2.

Geometry as XYZ:
```
49
C23H18AuGeN2O2S2 | the Open Molecules 2025 dataset | ωB97M-V/def2-TZVPD
Au -2.00169 -0.70043 -1.19108
S -2.17351 -1.05808 1.15588
C -2.06219 0.62397 1.45090
C -2.08142 0.94404 2.85443
N -2.09548 1.15431 3.98390
C -1.90745 1.67509 0.55248
S -1.82862 1.65385 -1.15598
C -1.77154 3.00194 1.09767
N -1.68137 4.06771 1.51707
C 0.71316 -1.40998 -3.30140
Ge 0.52839 -0.91665 -1.41416
C 1.24319 -2.34220 -0.29388
C 2.56271 -2.22981 0.14419
C 3.13631 -3.22752 0.92001
C 2.39469 -4.34653 1.27060
C 1.08067 -4.46815 0.84240
C 0.50994 -3.46991 0.06466
C 1.45424 0.76636 -1.09790
C 1.87111 1.48552 -2.18766
C 2.42804 2.77825 -2.05002
C 2.54249 3.34102 -0.81581
C 2.13298 2.63426 0.34406
C 2.24309 3.21253 1.63181
C 1.85313 2.52584 2.74398
C 1.34547 1.21547 2.62000
C 1.21968 0.63768 1.38815
C 1.59704 1.33035 0.20905
H 1.77595 -1.53207 -3.51853
H 0.29805 -0.65192 -3.96335
H 0.21349 -2.35891 -3.49123
H 3.14531 -1.34997 -0.10697
H 4.15970 -3.12661 1.25751
H 2.83877 -5.12110 1.88197
H 0.49769 -5.33741 1.11775
H -0.52067 -3.57454 -0.25684
H 1.76440 1.07504 -3.18451
H 2.74839 3.31871 -2.93109
H 2.94995 4.33792 -0.69920
H 2.63842 4.21735 1.71647
H 1.92816 2.98174 3.72179
H 1.04495 0.67169 3.50555
H 0.83826 -0.37345 1.31250
C -6.27216 0.02693 -0.85057
O -4.84122 0.14220 -0.65799
C -4.10988 -0.71741 -1.34585
O -4.51644 -1.53387 -2.12774
H -6.70752 0.78928 -0.21389
H -6.60577 -0.96526 -0.55439
H -6.52089 0.20274 -1.89474
```

Computed properties:
Energy relative to the best compared isomer or geometry (same formula, charge and spin): 22.16 kcal/mol
Multiplicity: 2
LUMO (alpha / beta): -2.310 / -2.950 eV
Highest occupied orbital energy (alpha / beta): -8.12 / -8.08 eV
Orbital gap (alpha / beta): 5.812 / 5.129 eV

---

DFT (ωB97M-V/def2-TZVPD) results for a structure of composition C23H18ClN2O4Ta.

Geometry as XYZ:
```
49
C23H18ClN2O4Ta | the Open Molecules 2025 dataset | ωB97M-V/def2-TZVPD
Ta -0.00692 0.12838 0.70821
O 1.73344 0.80892 1.06963
C 2.78643 0.77735 1.92432
C 3.90263 1.54267 1.67134
C 4.96336 1.47234 2.56753
C 4.91565 0.65199 3.69452
C 3.79393 -0.11196 3.93126
C 2.70789 -0.05784 3.04163
C 1.55570 -0.85384 3.29871
N 0.45848 -0.92524 2.59542
C -0.59339 -1.82150 3.13961
C -1.38909 -2.35176 1.96637
N -1.68701 -1.16143 1.16806
C -2.87879 -0.87835 0.76326
C -3.26176 0.38320 0.17622
C -4.50751 0.48870 -0.46065
C -4.93805 1.70319 -0.94854
C -4.14840 2.83820 -0.76879
C -2.92911 2.77190 -0.11125
C -2.48946 1.54663 0.34462
O -1.29284 1.46609 1.01939
H 3.93624 2.17803 0.79763
H 5.84479 2.07102 2.37896
H 5.75382 0.61567 4.37520
H 3.73510 -0.75808 4.79858
H 1.59797 -1.46468 4.19986
H -1.23979 -1.23518 3.79538
H -0.15189 -2.63305 3.71636
H -2.29817 -2.85676 2.29086
H -0.79368 -3.04308 1.36640
H -3.66077 -1.62291 0.90989
H -5.11995 -0.39805 -0.56781
H -5.89104 1.77962 -1.45221
H -4.49347 3.79567 -1.13598
H -2.32154 3.65087 0.05348
Cl 1.06081 -1.25563 -7.49281
C 0.83940 -0.94316 -5.82723
C 0.82144 0.37921 -5.38164
C 0.64238 0.63216 -4.04173
C 0.48123 -0.43966 -3.15017
C 0.50196 -1.76519 -3.60999
C 0.68083 -2.01699 -4.95035
C 0.30283 -0.16796 -1.76467
O 0.26881 0.99087 -1.22551
O 0.14530 -1.13221 -0.86366
H 0.94940 1.18486 -6.09011
H 0.62827 1.64908 -3.67365
H 0.38203 -2.58440 -2.91446
H 0.70252 -3.02774 -5.33148
```

Computed properties:
Energy relative to the best compared isomer or geometry (same formula, charge and spin): 8.73 kcal/mol
LUMO: -7.480 eV
Charge: +2
Highest occupied orbital energy: -14.52 eV
Orbital gap: 7.036 eV

---

DFT (ωB97M-V/def2-TZVPD) results for a structure of composition C23H18CoIN2O3S2.

Geometry as XYZ:
```
50
C23H18CoIN2O3S2 | the Open Molecules 2025 dataset | ωB97M-V/def2-TZVPD
Co -1.30859 -1.67846 -0.31886
C -3.76116 -0.94667 1.75942
C -2.29981 -0.58846 1.71233
N -1.44618 -1.55077 1.87240
N -0.17605 -1.19733 2.32354
C 0.80536 -1.70012 1.68517
S 0.69182 -2.52489 0.15828
S 2.39563 -1.33749 2.40527
C 3.39533 -2.76930 1.87554
C 4.58886 -2.37093 1.05775
C 5.78632 -2.02930 1.67869
C 6.88788 -1.63852 0.93243
C 6.80474 -1.58712 -0.45119
C 5.61441 -1.92768 -1.07857
C 4.51406 -2.31511 -0.33041
C -1.89754 0.80275 1.41746
C -2.41065 1.89307 2.11475
C -2.06123 3.18770 1.78339
C -1.19884 3.39286 0.70462
C -0.70968 2.33536 -0.02714
C -1.05666 1.00686 0.29364
O -0.62667 0.03985 -0.47790
H -3.95460 -1.58202 2.62386
H -4.07255 -1.48135 0.86420
H -4.36919 -0.04593 1.81612
H 2.74078 -3.42704 1.30771
H 3.71584 -3.30304 2.77098
H 5.85384 -2.06888 2.76021
H 7.81152 -1.37407 1.43244
H 7.66206 -1.28135 -1.03770
H 5.53936 -1.88562 -2.15803
H 3.57604 -2.55571 -0.81650
H -3.08250 1.70792 2.94579
H -2.44930 4.02625 2.34583
H -0.91678 4.40179 0.42546
H -0.06133 2.49408 -0.87889
I -1.48901 4.76945 -4.02429
C -2.24653 2.97872 -3.25452
C -1.50485 1.81568 -3.38048
C -1.99840 0.63845 -2.83987
C -3.22496 0.61798 -2.19181
C -3.96007 1.79368 -2.09097
C -3.47480 2.98111 -2.61244
C -3.78423 -0.64071 -1.56476
O -4.98198 -0.69423 -1.31519
O -2.94553 -1.59702 -1.33760
H -0.54313 1.82785 -3.87516
H -1.41753 -0.27030 -2.91022
H -4.91363 1.76012 -1.58150
H -4.03990 3.89793 -2.51329
```

Computed properties:
Multiplicity: 2
LUMO (alpha / beta): 2.178 / 2.178 eV
Charge: -1
Highest occupied orbital energy (alpha / beta): -4.89 / -4.92 eV
Orbital gap (alpha / beta): 7.064 / 7.096 eV

---

It is found that the DFT total energy values, taken in the order of the records, are -95477.58262, -113094.27137, -49377.77871, -100666.16540 eV.